Formula: C18H20N2O6S
Source: the OMol25 dataset
Level of theory: ωB97M-V with the def2-TZVPD basis set

Calculated values
Structure (SMILES): CCOC(=O)c1ccc(S(=O)(=O)NNC(=O)COc2ccccc2C)cc1
HOMO level: -8.84 eV
Frontier orbital gap: 8.8 eV
Relative energy (zero: lowest compared OMol25 entry of this formula, charge and spin): 205.75 kJ/mol
M: 392.43 g mol⁻¹
E_LUMO: 0.00 eV

Last column: natural (NBO) charge in e.
Atoms and positions in Å:
C1 7.97190 1.05924 0.42924  -0.634
C2 6.72911 1.93633 0.47680  -0.074
H1 6.73733 2.58494 1.35519  0.190
H2 6.65586 2.53955 -0.43387  0.201
O1 5.54344 1.15004 0.60803  -0.507
C3 5.02247 0.64692 -0.51523  0.780
O2 5.47406 0.84467 -1.61569  -0.593
C4 3.81297 -0.18276 -0.25244  -0.148
C5 3.12885 -0.71159 -1.34540  -0.148
C6 2.00677 -1.49444 -1.14684  -0.178
C7 1.58580 -1.73585 0.14475  -0.300
C8 2.25625 -1.23130 1.24194  -0.159
C9 3.37681 -0.44506 1.04429  -0.175
H3 3.91777 -0.03586 1.88264  0.236
H4 1.90649 -1.47430 2.23355  0.222
S1 0.15398 -2.76986 0.44104  2.265
O3 -0.43887 -3.20093 -0.78914  -0.938
O4 0.52468 -3.74600 1.41816  -0.914
N1 -1.04535 -1.80057 1.20787  -0.657
N2 -1.96175 -1.26008 0.31829  -0.461
C10 -1.53145 -0.49683 -0.71885  0.655
O5 -0.41423 -0.02740 -0.75771  -0.612
C11 -2.59398 -0.26378 -1.78584  -0.168
O6 -3.90702 -0.41978 -1.31801  -0.514
C12 -4.40563 0.52506 -0.44909  0.360
C13 -3.67274 1.58908 0.05385  -0.317
C14 -4.27059 2.49174 0.91962  -0.197
C15 -5.59177 2.33385 1.28828  -0.231
C16 -6.31815 1.26418 0.78977  -0.183
C17 -5.74603 0.35035 -0.07757  -0.084
C18 -6.51484 -0.81260 -0.62211  -0.623
H5 -6.46765 -0.81728 -1.70947  0.225
H6 -7.55411 -0.76952 -0.30837  0.215
H7 -6.07958 -1.74865 -0.27452  0.219
H8 -7.35112 1.13624 1.07873  0.210
H9 -6.05718 3.03696 1.96184  0.215
H10 -3.69167 3.31841 1.30277  0.216
H11 -2.63668 1.72574 -0.21381  0.223
H12 -2.45792 -1.03962 -2.54749  0.232
H13 -2.43232 0.71547 -2.25347  0.210
H14 -2.80561 -1.80861 0.20287  0.411
H15 -0.62618 -1.08705 1.79332  0.392
H16 1.44778 -1.91501 -1.96666  0.245
H17 3.49358 -0.49542 -2.33798  0.242
H18 8.02118 0.42675 1.31241  0.211
H19 7.94706 0.42894 -0.45620  0.224
H20 8.85826 1.68569 0.39049  0.218